ORCA calculation (ωB97M-V/def2-TZVPD) on 4 unconnected molecules or ions with the total composition C15H38O12S3 in a non-equilibrium geometry.

The geometry in XYZ format:
```
68
C15H38O12S3, DFT ωB97M-V/def2-TZVPD
O 12.103 -17.389 -15.119
S 12.749 -16.111 -15.338
O 12.037 -14.909 -15.670
O 13.608 -15.860 -13.956
C 14.319 -14.611 -13.902
C 14.955 -14.449 -12.539
C 14.093 -16.359 -16.523
H 13.621 -13.795 -14.105
H 15.047 -14.551 -14.711
H 14.370 -14.713 -11.665
H 15.378 -13.446 -12.464
H 15.852 -15.080 -12.548
H 14.284 -15.367 -16.916
H 13.678 -17.089 -17.222
H 14.919 -16.919 -16.093
O 18.432 -13.712 -19.801
S 19.311 -14.152 -20.851
O 20.191 -13.209 -21.502
O 20.230 -15.390 -20.206
C 20.845 -16.356 -21.008
C 21.632 -17.298 -20.097
C 18.386 -15.128 -22.044
H 21.552 -15.948 -21.741
H 20.176 -16.966 -21.628
H 22.491 -16.734 -19.727
H 21.976 -18.207 -20.585
H 21.069 -17.608 -19.215
H 17.918 -15.951 -21.515
H 19.044 -15.448 -22.847
H 17.662 -14.447 -22.489
O 15.049 -12.494 -16.238
S 16.474 -12.694 -16.114
O 17.103 -12.450 -14.830
O 16.742 -14.224 -16.502
C 18.036 -14.789 -16.256
C 18.096 -15.444 -14.882
C 17.341 -11.889 -17.469
H 18.859 -14.067 -16.272
H 18.266 -15.494 -17.053
H 19.059 -15.935 -14.730
H 17.197 -16.037 -14.706
H 18.112 -14.702 -14.079
H 17.271 -10.819 -17.300
H 16.739 -12.206 -18.318
H 18.353 -12.269 -17.553
C 21.729 -14.390 -17.175
O 21.693 -15.093 -15.954
C 21.617 -16.501 -16.182
C 21.599 -17.094 -14.774
O 21.290 -18.482 -14.772
C 20.559 -18.922 -13.640
C 20.282 -20.422 -13.722
O 19.595 -20.650 -14.939
C 18.681 -21.753 -14.881
H 20.801 -14.485 -17.753
H 22.546 -14.588 -17.878
H 21.815 -13.347 -16.861
H 22.462 -16.791 -16.812
H 20.685 -16.732 -16.716
H 20.942 -16.513 -14.125
H 22.627 -17.087 -14.396
H 19.618 -18.358 -13.670
H 21.021 -18.611 -12.695
H 19.591 -20.547 -12.886
H 21.224 -20.969 -13.694
H 18.439 -22.024 -13.850
H 19.190 -22.613 -15.320
H 17.769 -21.431 -15.376
```

energy above the lowest of the compared OMol25 structures with the same formula, charge and spin	1.543	eV
maximum force	2.39	eV Å⁻¹
orbital gap	9.872	eV
E_LUMO	0.08	eV
HOMO level	-9.789	eV

Atomic partial charges in e from the natural (NBO) method, atoms 1 to 8:
1. O -0.918
2. S 2.343
3. O -0.915
4. O -0.711
5. C -0.089
6. C -0.631
7. C -0.890
8. H 0.203